Record 1
The following is a DFT calculation (ωB97M-V/def2-TZVPD) of C19H33Cl2F5N4O7P2Ta as an isolated structure at a distorted geometry.

The geometry in XYZ format:
```
73
Properties=species:S:1:pos:R:3:forces:R:3
Ta -0.2700 0.2469 0.0688 2.17 -0.63 -0.06
C 3.2812 0.5307 1.9453 0.14 -0.04 0.05
C 1.9595 0.9355 2.5323 -0.13 0.11 0.22
N 0.8052 0.0702 2.1677 -0.35 0.20 -0.13
C 0.9348 -1.3206 2.6849 0.05 0.02 0.19
C 1.5378 -2.2191 1.6538 0.05 -0.18 -0.06
N 0.8672 -2.0160 0.3454 -0.08 0.26 -0.07
C 1.6794 -2.7334 -0.6829 -0.05 -0.10 0.02
C 1.0578 -2.8920 -2.0590 -0.06 -0.03 0.00
C 0.3256 -1.6920 -2.6528 0.12 0.05 -0.12
N 0.6909 -0.3671 -2.0554 -0.63 -0.31 0.08
C 2.1098 -0.0345 -2.3286 -0.07 -0.05 -0.20
C 2.4090 1.2400 -1.6219 0.22 0.33 -0.04
N 2.0825 1.0645 -0.1834 -0.27 -0.19 -0.12
C 3.2072 0.3155 0.4482 0.10 0.07 -0.04
H 3.6882 -0.3607 2.4247 -0.04 0.02 0.05
H 3.9791 1.3342 2.1871 0.04 -0.02 -0.05
H 1.6981 1.9459 2.2188 0.03 0.03 0.03
H 2.0387 0.9589 3.6174 -0.07 -0.01 0.09
H 0.0295 0.4574 2.7007 0.01 -0.05 0.12
H -0.0595 -1.6614 2.9521 0.00 -0.02 0.04
H 1.5352 -1.3269 3.5968 0.01 0.09 -0.02
H 1.4400 -3.2575 1.9787 -0.02 -0.03 -0.08
H 2.6006 -2.0405 1.5213 0.01 0.01 0.03
H -0.0039 -2.5372 0.3856 0.05 -0.11 0.03
H 1.8934 -3.7347 -0.3019 0.00 0.01 0.06
H 2.6398 -2.2329 -0.7349 0.05 -0.04 -0.02
H 0.3551 -3.7271 -2.0604 0.04 -0.02 0.06
H 1.8773 -3.2040 -2.7080 -0.04 0.00 -0.05
H -0.7414 -1.8002 -2.5387 -0.06 -0.03 -0.08
H 0.5187 -1.6411 -3.7260 0.09 0.09 0.01
H 0.1548 0.2848 -2.6167 0.04 -0.01 -0.10
H 2.2650 0.0875 -3.4024 -0.08 -0.07 -0.03
H 2.7451 -0.8515 -2.0075 0.04 0.03 0.00
H 1.8018 2.0412 -2.0261 0.06 0.03 -0.06
H 3.4536 1.5267 -1.7520 0.01 -0.03 0.10
H 2.0829 2.0014 0.2127 -0.07 0.00 0.03
H 4.1470 0.6379 -0.0016 -0.05 0.02 -0.08
H 3.0848 -0.7264 0.1935 0.03 -0.03 0.03
C -4.7885 -1.5848 -0.6580 0.06 0.06 -0.04
C -4.0543 -1.0155 0.5539 0.01 0.08 -0.04
O -4.5104 -1.5144 1.7959 -0.04 0.04 -0.06
P -3.8982 0.8332 0.5032 0.12 -0.12 -0.16
O -5.1178 1.4631 -0.2313 -0.06 0.00 -0.12
O -4.0044 1.3732 1.9575 -0.05 -0.02 -0.01
O -2.5590 1.0882 -0.1305 0.10 0.13 0.33
P -2.3044 -1.5052 0.5960 0.10 0.23 0.08
O -2.1978 -3.0226 0.9161 -0.13 -0.17 0.01
O -1.5114 -0.6228 1.5820 -0.24 -0.27 -0.37
O -1.4910 -1.2207 -0.6991 -0.29 -0.08 0.37
H -5.8483 -1.3334 -0.5875 0.00 0.00 -0.01
H -4.6931 -2.6703 -0.6934 -0.03 -0.01 0.02
H -4.4011 -1.1781 -1.5949 0.01 0.00 0.02
H -5.4740 -1.6048 1.7998 -0.02 -0.09 -0.01
H -5.1743 1.4833 -1.1991 0.01 0.02 0.06
H -4.8834 1.5321 2.3389 0.07 0.03 -0.01
H -2.8965 -3.4305 1.4601 0.06 0.03 -0.02
Cl -1.0680 2.3400 1.8090 -0.33 0.49 0.29
C -0.3792 3.4069 3.1439 -0.09 0.05 0.01
Cl -0.1618 2.5719 4.6502 0.05 -0.15 -0.06
H -1.1718 4.1385 3.2541 0.06 0.09 -0.06
H 0.5412 3.8420 2.7738 0.02 -0.03 -0.01
F -1.6808 0.8830 -2.6342 -0.09 -0.03 0.02
C -1.1934 2.0838 -2.2239 -0.09 -0.01 0.00
C -0.3267 2.1146 -1.1360 -0.60 0.05 0.12
C 0.1092 3.3952 -0.8106 -0.08 0.05 -0.17
F 0.9786 3.6037 0.2097 0.03 -0.10 0.07
C -0.2893 4.5336 -1.4827 0.02 0.10 0.02
F 0.1671 5.7161 -1.1188 0.01 -0.01 0.01
C -1.1857 4.4323 -2.5385 -0.04 0.16 -0.08
F -1.5784 5.5081 -3.1725 -0.01 0.00 0.00
C -1.6528 3.1833 -2.9154 0.16 0.13 -0.01
F -2.5152 3.0542 -3.9049 0.00 -0.03 -0.02
```
Positions in Å, forces in eV/Å.

Spin multiplicity: 1
Kohn-Sham gap: 7.6 eV
Net charge: +3
E_tot: -3648.25388 Eh
E_LUMO: -9.70 eV

Record 2
The following is a DFT calculation (ωB97M-V/def2-TZVPD) of a 3-piece molecular cluster, C21H46N2O12P3 overall at a distorted geometry.

The geometry in XYZ format:
```
84
Properties=species:S:1:pos:R:3:forces:R:3
C -2.4565 5.5028 -5.1419 0.07 -0.40 0.77
C -2.4551 4.6317 -5.9705 0.19 -0.55 -1.06
C -2.4264 3.4730 -6.9282 -0.23 0.62 1.39
C -2.1090 2.1955 -6.0699 -0.61 -0.24 -0.54
C -1.3201 1.0955 -6.8526 -1.10 0.18 0.87
C 0.0411 0.6949 -6.2814 1.15 -0.39 -1.16
N 0.0083 -0.3415 -5.2428 -1.31 0.89 0.34
C -0.9341 -0.1231 -4.1468 0.19 -0.23 1.27
C -0.4783 0.9261 -3.0681 -0.69 -0.58 -0.32
N 0.9026 1.8241 -5.8137 0.06 1.33 -0.22
P 1.8693 2.5744 -7.0451 0.13 -0.42 -1.91
O 1.6991 4.2361 -6.8544 0.24 -1.14 1.40
O 3.4433 2.2609 -6.5479 -0.85 0.52 0.67
C 0.8816 0.0179 -7.4646 0.95 -1.20 -0.57
O 1.8728 -0.6579 -7.0942 0.37 0.52 1.12
O 0.5644 0.1502 -8.6497 -1.30 0.63 -0.18
H -2.4071 5.9704 -4.1771 -0.08 0.29 -0.54
H -1.7030 3.6287 -7.7382 -0.15 0.01 0.26
H -3.4488 3.3983 -7.3286 0.46 -0.09 -0.26
H -3.0958 1.7732 -5.8034 0.41 0.21 0.13
H -1.6599 2.5135 -5.1211 0.08 -0.18 -0.35
H -1.9475 0.1855 -6.8496 0.38 0.23 -0.09
H -1.2825 1.4115 -7.9043 0.67 -0.28 0.33
H 0.9340 -0.3140 -4.8240 0.08 -0.42 -0.46
H -1.9750 0.0444 -4.4660 0.48 0.11 -0.23
H -0.9708 -1.0776 -3.5807 -0.06 0.29 -0.30
H 0.5503 0.6310 -2.8085 -0.25 0.58 0.07
H -0.5661 1.9652 -3.4111 0.41 -0.27 0.06
H -1.1173 0.8528 -2.1674 0.30 -0.11 -0.30
H 0.3882 2.5298 -5.2904 -0.02 -0.20 0.12
H 1.6763 4.4726 -5.9110 0.11 0.27 -0.17
H 3.4554 1.3082 -6.3468 -0.07 0.02 -0.13
O 2.5809 -4.1847 1.7541 3.39 -1.41 -2.09
P 2.6538 -3.0020 0.8266 -7.16 4.30 3.66
O 2.5539 -1.8412 2.0249 1.34 0.00 0.19
C 3.3360 -1.9330 3.2102 -0.10 0.10 0.29
C 4.5814 -1.0685 3.1337 0.02 0.06 -0.07
O 1.0829 -2.9939 0.3561 0.72 -0.38 -1.11
C 0.3175 -4.1965 0.3811 -0.23 -0.21 0.29
C -0.4574 -4.3055 1.6849 -0.14 0.16 0.04
O 2.8416 -1.7233 -0.2353 1.98 -2.56 -1.01
C 4.0388 -0.9618 -0.2816 0.39 0.47 -0.13
C 5.2679 -1.8061 -0.5451 -0.08 -0.13 -0.13
H 3.6156 -2.9643 3.4299 -0.14 -0.06 -0.08
H 2.7065 -1.5827 4.0327 -0.07 -0.02 -0.04
H 5.2672 -1.4357 2.3673 0.04 -0.02 0.03
H 5.1108 -1.0729 4.0888 -0.03 -0.03 0.00
H 4.3260 -0.0368 2.8858 -0.02 -0.01 0.06
H 0.9539 -5.0674 0.2254 0.03 0.04 0.13
H -0.3776 -4.1597 -0.4595 0.07 0.18 -0.03
H 0.1734 -4.1165 2.5537 0.16 -0.15 -0.10
H -0.9060 -5.2953 1.7858 -0.02 0.02 -0.02
H -1.2560 -3.5603 1.7129 -0.03 -0.05 -0.07
H 4.1383 -0.3708 0.6299 -0.06 -0.19 0.12
H 3.9200 -0.2453 -1.0967 -0.21 -0.14 -0.05
H 5.3767 -2.6005 0.2031 0.04 0.08 0.10
H 6.1666 -1.1884 -0.5302 0.00 -0.04 0.04
H 5.1955 -2.2887 -1.5210 0.00 0.04 0.01
O -3.7297 0.9783 5.0763 2.19 2.77 -0.39
P -2.6493 0.6356 6.0536 -2.72 -6.65 2.43
O -2.1399 -0.8352 5.5037 0.50 1.20 -0.17
C -1.9528 -1.0826 4.1092 0.08 -0.28 -0.42
C -0.4979 -0.9441 3.7072 0.06 0.04 0.09
O -3.5658 0.1817 7.3344 0.48 0.77 0.09
C -4.9337 0.5721 7.4294 -0.28 -0.10 -0.14
C -5.8405 -0.5153 6.8856 -0.02 -0.22 0.08
O -1.3948 0.7453 7.1283 -0.44 2.33 -1.58
C -0.0610 0.9625 6.6843 0.67 0.01 -0.07
C 0.0876 2.2110 5.8397 -0.15 0.09 0.08
H -2.5714 -0.4263 3.4958 -0.13 0.06 0.18
H -2.2826 -2.1069 3.9226 -0.05 0.01 0.13
H -0.1574 0.0886 3.8159 -0.01 0.02 -0.07
H -0.3559 -1.2376 2.6657 0.03 0.01 0.02
H 0.1414 -1.5722 4.3311 -0.04 -0.06 -0.05
H -5.1037 1.5220 6.9225 0.04 -0.09 -0.12
H -5.1518 0.7345 8.4872 0.18 -0.05 0.03
H -5.5083 -0.8688 5.9100 0.01 0.22 -0.07
H -6.8678 -0.1565 6.8007 0.01 0.00 0.01
H -5.8310 -1.3805 7.5520 -0.03 0.04 0.02
H 0.3067 0.0752 6.1655 -0.19 -0.02 -0.14
H 0.5523 1.0658 7.5817 -0.21 -0.03 0.10
H -0.5795 2.1899 4.9712 0.09 -0.07 -0.06
H 1.1144 2.3137 5.4867 -0.04 -0.01 -0.05
H -0.1688 3.0976 6.4226 0.02 -0.02 0.00
```
Positions in Å, forces in eV/Å.

Spin multiplicity: 1
Kohn-Sham gap: 4.7 eV
Net charge: -1
E_tot: -2864.25871 Eh
E_LUMO: 0.20 eV

Record 3
The following is a DFT calculation (ωB97M-V/def2-TZVPD) of one molecule with the formula C5H12NO at a distorted geometry.

The geometry in XYZ format:
```
19
Properties=species:S:1:pos:R:3:forces:R:3
C 0.9277 1.1604 -1.1682 0.50 0.29 0.90
O 2.2782 0.9487 -1.3547 -0.44 0.32 -0.33
C 0.6068 1.1672 0.3488 -0.72 0.09 0.07
C -0.8606 0.8351 0.7531 0.15 0.30 0.04
C -1.5396 -0.2442 -0.1033 1.63 -0.65 1.26
C -0.7116 -1.5599 0.0096 -1.08 -0.80 -1.15
N -0.4739 -2.1376 1.3281 0.22 0.44 -0.64
H 0.4617 0.3382 -1.7136 -0.16 -0.36 -0.02
H 0.5264 2.0918 -1.6205 0.38 -0.28 -0.08
H 0.7893 2.1892 0.6548 0.11 0.31 0.22
H 1.3148 0.5871 0.9516 -0.04 -0.30 -0.60
H -1.4544 1.7478 0.7875 -0.09 0.13 -0.38
H -0.8409 0.5444 1.8182 -0.02 -0.23 -0.42
H -2.5406 -0.4356 0.2713 -0.28 0.10 -0.19
H -1.5375 0.0008 -1.1601 -0.42 0.29 -0.12
H 0.1560 -1.5046 -0.6561 0.43 0.09 0.78
H -1.2851 -2.3443 -0.4956 -0.25 0.14 -0.22
H 0.3032 -1.6990 1.7998 -0.20 0.17 0.32
H -1.3442 -2.0194 1.8298 0.27 -0.06 0.54
```
Positions in Å, forces in eV/Å.

Energy relative to the best compared isomer or geometry (same formula, charge and spin): 15.7 kcal/mol
Spin multiplicity: 2
Kohn-Sham gap (alpha / beta): 10.3 / 8.0 eV
E_tot: -327.60203 Eh
E_LUMO (alpha / beta): 0.99 / -1.33 eV

Record 4
The following is a DFT calculation (ωB97M-V/def2-TZVPD) of one molecule with the formula C6H7NS at a distorted geometry.

The geometry in XYZ format:
```
15
Properties=species:S:1:pos:R:3:forces:R:3
C 2.3008 -1.7167 0.0515 -2.13 0.54 -0.81
C -0.2454 -1.3456 -0.6382 0.51 -1.38 -0.07
C 1.0038 -1.3945 -0.2772 -0.78 0.64 1.53
C -1.2579 -0.3682 -0.1326 -0.87 1.93 -1.89
C -0.7842 0.8838 0.5322 1.89 -0.15 2.03
C 0.2814 1.6362 -0.2039 -0.97 -0.33 0.45
N 3.4062 -1.8573 0.3125 1.58 -0.41 0.39
S -0.1451 0.4274 2.2035 0.36 -0.49 -1.33
H -0.6602 -2.2170 -1.2370 0.52 1.18 0.30
H -2.0223 -0.0617 -0.8748 0.57 -0.52 -0.31
H -1.8113 -0.7721 0.6266 -1.51 -2.08 1.71
H -1.5877 1.5838 0.7491 -0.63 -0.32 -0.14
H 0.2546 2.6417 0.1872 0.49 0.43 -0.71
H 0.0578 1.4117 -1.2102 -0.31 1.13 -1.78
H 1.2096 1.1485 -0.0888 1.29 -0.18 0.64
```
Positions in Å, forces in eV/Å.

Energy relative to the best compared isomer or geometry (same formula, charge and spin): 132.6 kcal/mol
Spin multiplicity: 1
Kohn-Sham gap (alpha / beta): 5.1 / 5.2 eV
E_tot: -685.55858 Eh
E_LUMO (alpha / beta): -3.07 / -3.07 eV

Record 5
The following is a DFT calculation (ωB97M-V/def2-TZVPD) of one molecule with the formula C9H11NS at a distorted geometry.

The geometry in XYZ format:
```
22
Properties=species:S:1:pos:R:3:forces:R:3
C -2.2389 2.6599 2.0273 2.65 0.52 0.78
C -2.4623 1.9292 0.7256 2.21 0.88 -0.39
C -1.1354 1.3292 0.3249 1.57 -0.75 -0.18
C 0.0841 1.7668 0.7737 2.37 -4.97 -1.87
N 1.2318 1.2040 0.5885 -1.97 1.08 0.21
C 2.0047 0.1106 0.3535 1.78 -1.36 -0.34
C 1.8006 -1.2335 -0.1859 -3.41 4.14 1.20
C 1.4968 -1.8084 -1.5368 -0.55 1.74 1.80
C 1.8368 -3.1921 -1.8663 -2.93 -0.44 -1.26
C 0.3270 -1.4068 -0.5845 1.26 1.47 -0.65
S -0.9818 -0.1179 -0.8785 -0.47 1.18 -0.36
H -2.6679 2.1243 2.8590 -0.19 0.06 0.33
H -2.4336 3.7304 2.0816 -0.70 -0.16 -0.26
H -1.0825 2.6677 2.2014 -1.84 -0.06 0.11
H -2.7808 2.5921 -0.0543 -0.53 0.24 -0.48
H -3.1085 1.1307 0.8467 -1.68 -1.42 0.07
H 3.0466 0.2831 0.5617 0.32 0.52 0.17
H 1.7132 -1.1373 -2.3178 0.00 1.07 -0.89
H 2.8347 -3.3778 -1.6872 2.17 -0.56 0.14
H 1.5317 -3.3541 -2.9308 0.50 -0.23 0.84
H 1.2081 -3.8008 -1.2407 0.03 -0.82 0.20
H -0.2244 -2.0991 -0.0611 -0.61 -2.15 0.83
```
Positions in Å, forces in eV/Å.

Energy relative to the best compared isomer or geometry (same formula, charge and spin): 155.4 kcal/mol
Spin multiplicity: 1
Kohn-Sham gap (alpha / beta): 6.4 / 7.0 eV
Structure (SMILES): CCC1=C=NC=C2[C@@H](C)[C@@H]2S1
E_tot: -802.19761 Eh
E_LUMO (alpha / beta): -1.47 / -0.97 eV